Here is C12H24Cl12F8Mg2N4O16S8 as an isolated structure at a distorted geometry from the Open Molecules 2025 dataset. Energies are from wB97M-V/def2-TZVPD.

Computed properties:
- LUMO energy (eV) = -3.23

Geometry as ORCA input:
```
! wB97M-V def2-TZVPD RIJCOSX def2/J DEFGRID3
* xyz 0 1
Mg 2.9790 15.7160 -7.7740
Mg 5.9375 15.0824 -3.6793
N 2.4224 15.8436 -6.1108
S 2.6060 14.9780 -4.5938
O 1.4459 14.5703 -3.7980
O 3.9243 15.1652 -3.9822
F 2.9269 13.5574 -5.3727
S 1.4844 16.8513 -5.3756
O 2.1513 17.8215 -4.5212
O 0.1308 16.5037 -5.1130
F 1.2670 17.7141 -6.7110
N 5.6268 15.5309 0.2992
S 5.5304 14.0449 -0.6083
O 5.7580 14.1049 -2.0423
O 4.8109 12.8873 -0.0054
F 7.0234 13.7069 -0.1600
S 4.1185 15.7030 -0.0746
O 3.0690 15.0680 0.6780
O 3.8767 16.0570 -1.4689
F 4.0183 17.2113 0.6351
N 6.1235 14.2069 -5.2794
S 6.2068 14.9455 -6.8066
O 4.8998 15.0699 -7.4076
O 7.4150 14.8465 -7.5788
F 6.3930 16.4506 -6.1786
S 6.4659 12.8289 -5.9135
O 7.8650 12.4158 -6.0169
O 5.4679 12.2372 -6.8036
F 6.0887 12.0510 -4.5267
N 3.3433 17.1245 -8.8572
S 4.2010 18.6155 -8.4357
O 3.3719 19.8109 -8.4385
O 5.6693 18.6104 -8.5701
F 4.0607 18.2451 -6.8480
S 3.1578 17.7279 -10.2738
O 4.3516 17.8300 -11.0637
O 2.0096 18.6194 -10.6141
F 2.5810 16.2822 -10.8065
Cl 1.1629 12.8234 -0.5988
C 2.0813 11.2238 -0.7294
C 2.4036 10.9438 -2.1450
Cl 3.4843 12.1648 -2.8453
H 1.3571 10.5348 -0.2948
H 2.9706 11.1314 -0.1059
H 1.5083 10.8282 -2.7559
H 2.9614 10.0272 -2.3368
Cl 0.1059 13.0149 -6.5689
C 0.5988 12.0029 -7.9522
C 2.1037 12.1148 -8.2124
Cl 2.5537 13.7648 -8.6995
H 0.0145 12.3062 -8.8209
H 0.4041 10.9755 -7.6447
H 2.3879 11.5125 -9.0752
H 2.7018 11.7145 -7.3937
Cl -3.7353 17.3614 -2.4090
C -2.9467 17.6644 -3.9743
C -3.2366 16.5555 -5.0646
Cl -5.0131 16.2977 -5.5310
H -1.8749 17.7717 -3.8074
H -3.3000 18.6409 -4.3056
H -2.8657 15.5687 -4.7876
H -2.6620 16.7794 -5.9635
Cl -0.3718 21.8692 -6.6689
C 0.3908 20.6727 -7.6890
C -0.6003 19.7615 -8.4366
Cl -1.7028 18.9360 -7.3388
H 1.0244 20.1491 -6.9732
H 0.9678 21.1833 -8.4600
H 0.0024 19.0753 -9.0315
H -1.0675 20.3644 -9.2152
Cl 4.9092 21.6492 -2.9227
C 3.4504 20.8898 -3.5361
C 2.6247 21.9718 -4.2191
Cl 3.2496 22.7450 -5.6904
H 3.0068 20.3291 -2.7133
H 3.7812 20.1401 -4.2549
H 2.3114 22.7360 -3.5077
H 1.6183 21.6070 -4.4242
Cl -1.5910 11.0066 -2.0987
C -1.1968 12.2700 -3.3222
C -1.4873 13.6988 -2.7721
Cl -3.2327 13.9266 -2.4170
H -1.6337 12.0681 -4.3002
H -0.1080 12.2950 -3.3677
H -1.1574 14.5024 -3.4303
H -0.9665 13.9241 -1.8415
*
```

Here is C12H24Cl2N2STi as an isolated structure at a distorted geometry from the Open Molecules 2025 dataset. Energies are from wB97M-V/def2-TZVPD.

Computed properties:
- expectation value of S² = 0.79
- LUMO energy (spin up / spin down) (eV) = 2.49 / 2.48

Geometry as ORCA input:
```
! wB97M-V def2-TZVPD RIJCOSX def2/J DEFGRID3
* xyz -1 2
Ti -0.2667 0.0287 0.5070
Cl 0.3693 1.9989 1.5360
Cl -0.6914 -2.2432 0.4577
C -2.1016 0.2511 1.7064
H -2.5067 -0.7128 2.0388
H -1.9901 1.0018 2.5051
C -0.3702 0.3829 -1.3770
C -2.3480 0.7235 0.3923
H 0.4601 -0.2447 -1.7729
C -2.6057 2.1965 0.1639
H -2.6770 0.0422 -0.4058
C -2.7921 2.6371 -1.2887
H -3.5323 2.4447 0.7097
H -1.8105 2.7924 0.6404
C -1.5836 2.4787 -2.2255
H -3.6534 2.0927 -1.7038
H -3.0694 3.6996 -1.2810
C -1.1439 1.0134 -2.4842
H -1.8840 2.9069 -3.1960
H -0.7261 3.0754 -1.8669
H -2.0504 0.4060 -2.7117
H -0.5240 1.0433 -3.4023
C 1.5741 -2.2235 3.0390
N 2.6422 -2.6250 2.1290
C 3.4510 -3.7700 2.5301
C 2.8826 -1.8528 1.0570
S 2.2348 -0.2522 1.0115
N 3.5873 -2.2852 -0.0278
C 4.8426 -3.0229 0.0170
C 3.4479 -1.5060 -1.2491
H 1.4975 -2.9795 3.8216
H 0.6177 -2.1963 2.4904
H 1.7732 -1.2321 3.4659
H 3.4116 -4.5824 1.7931
H 4.4905 -3.4743 2.7459
H 3.0227 -4.1509 3.4616
H 4.9335 -3.5099 -0.9634
H 5.7007 -2.3386 0.1461
H 4.8744 -3.7947 0.7871
H 2.3845 -1.4216 -1.5274
H 3.8599 -0.4891 -1.1246
H 4.0018 -2.0333 -2.0346
*
```

Here is C12H24ClCsInNO4 as an isolated structure at a distorted geometry from the Open Molecules 2025 dataset. Energies are from wB97M-V/def2-TZVPD.

Computed properties:
- LUMO energy (eV) = -1.30

Geometry as ORCA input:
```
! wB97M-V def2-TZVPD RIJCOSX def2/J DEFGRID3
* xyz 0 1
C -1.9129 2.0779 -0.8681
C -0.9936 2.0337 0.3636
N -1.0726 0.8035 1.0915
In -0.2199 -0.9613 0.2145
C -1.6731 -2.5410 -0.4467
C -3.1994 -2.4858 -0.2738
C -3.7616 -1.2562 0.4151
Cl -3.5571 -1.2689 2.1899
C 0.5907 -0.2061 -1.7385
C 2.0383 -0.4071 -2.0115
O 2.7860 -1.2309 -1.6052
O 2.5243 0.4425 -3.0708
C 2.7287 1.7637 -2.8580
C 3.3043 2.1288 -1.5123
O 2.5363 2.5460 -3.7446
C 1.2550 -1.8160 1.5605
C 2.1295 -0.7494 2.1943
C 1.6519 -0.3042 3.5842
O 2.1695 0.3942 1.2901
H -2.9432 2.1778 -0.5653
H -1.6744 2.9560 -1.4854
H -1.7827 1.2082 -1.4784
H 0.0341 2.1468 -0.0076
H -1.1888 2.9368 0.9653
H -1.9359 0.7251 1.6140
H -1.4669 -2.6688 -1.5183
H -1.2834 -3.4528 0.0192
H -3.6955 -2.5205 -1.2597
H -3.5876 -3.3587 0.2678
H -3.2097 -0.3615 0.0905
H -4.8356 -1.1481 0.2332
H 0.0885 -0.7530 -2.5535
H 0.3549 0.8503 -1.9249
H 2.4944 2.3435 -0.8111
H 3.8903 1.3090 -1.0961
H 3.9106 3.0279 -1.6313
H 0.6924 -2.3699 2.3199
H 1.8618 -2.5334 0.9988
H 3.1661 -1.1092 2.2675
H 1.5313 0.7831 3.6042
H 2.3555 -0.5827 4.3751
H 0.6793 -0.7412 3.8315
H 2.9387 0.9285 1.5216
Cs -3.7183 1.2438 -2.5517
*
```

Here is C12H24CuO11S2 as an isolated structure at a distorted geometry from the Open Molecules 2025 dataset. Energies are from wB97M-V/def2-TZVPD.

Computed properties:
- expectation value of S² = 0.75
- LUMO energy (spin up / spin down) (eV) = 4.09 / 4.09

Geometry as ORCA input:
```
! wB97M-V def2-TZVPD RIJCOSX def2/J DEFGRID3
* xyz -2 2
Cu 0.3741 -0.3531 -0.9679
S 0.9402 0.4293 -3.4686
O -0.3614 0.0879 -2.8859
O 1.3620 -0.4991 -4.5239
O 0.9704 1.7750 -4.0441
O 1.8263 0.3331 -2.2877
S 1.2542 -3.6149 -1.8718
O 0.2180 -4.6525 -1.6457
O 0.6811 -2.3514 -1.3364
O 2.3789 -3.9942 -0.9741
O 1.7045 -3.5308 -3.2602
C -1.6143 3.4450 -0.4666
C -0.1936 3.8966 -0.1071
C 0.3170 2.5475 0.4592
O -0.1725 1.5355 -0.4376
C -1.2993 2.1235 -1.1553
H -2.1062 4.1736 -1.1076
H -2.1066 3.2589 0.4910
H -0.0819 4.6543 0.6725
H 0.3696 4.2509 -0.9694
H -0.1217 2.3169 1.4322
H 1.4052 2.5776 0.4788
H -2.1914 1.5095 -1.2455
H -0.9609 2.3106 -2.1749
C 2.7260 -1.1417 2.8863
C 3.4324 0.1250 2.3922
C 3.1150 -0.0555 0.8919
O 1.7610 -0.4174 0.8535
C 1.5548 -1.3615 1.9171
H 2.4172 -1.0404 3.9327
H 3.3946 -2.0012 2.9467
H 4.5084 0.1479 2.5710
H 3.0485 1.0410 2.8440
H 3.7864 -0.7761 0.4172
H 3.3251 0.8625 0.3383
H 1.4433 -2.3687 1.5032
H 0.5464 -1.1208 2.2593
C -3.8146 -1.1549 -0.0668
C -3.3329 -1.4654 1.3277
C -2.0506 -0.6451 1.3930
O -1.5550 -0.6422 0.0868
C -2.4927 -1.1432 -0.8805
H -4.2742 -0.1638 -0.1430
H -4.5451 -1.8268 -0.5205
H -3.0291 -2.5115 1.3841
H -4.0108 -1.1463 2.1200
H -1.4881 -1.0891 2.2185
H -2.2127 0.3942 1.7111
H -2.2232 -2.1553 -1.1891
H -2.6222 -0.5736 -1.7980
*
```

Here is C12H24F3KN3O4SV as an isolated structure at a distorted geometry from the Open Molecules 2025 dataset. Energies are from wB97M-V/def2-TZVPD.

Computed properties:
- LUMO energy (eV) = -10.26

Geometry as ORCA input:
```
! wB97M-V def2-TZVPD RIJCOSX def2/J DEFGRID3
* xyz 2 1
N 1.8948 -0.3864 0.3236
C 2.8024 -0.7833 1.0346
O 3.7350 -1.1749 1.6532
K 1.6253 -0.0473 -2.5091
V 0.0023 -0.0892 0.1496
N -0.5044 -1.3930 -1.0912
N -0.3604 1.5036 -0.7839
C -0.4014 -2.8373 -0.6948
C 0.2988 2.8322 -0.7862
C 0.7869 -3.4356 -1.4445
C -1.6959 -3.5906 -0.9951
C -0.1448 -2.9517 0.8032
C 0.0060 3.5442 -2.1118
C -0.2169 3.6872 0.3796
C 1.8126 2.6606 -0.6218
H 0.6702 -3.3547 -2.5365
H 0.8862 -4.4986 -1.1800
H 1.7238 -2.9280 -1.1577
H -2.5422 -3.1124 -0.4825
H -1.6106 -4.6185 -0.6121
H -1.9206 -3.6584 -2.0669
H 0.8155 -2.5056 1.0963
H -0.0996 -4.0244 1.0525
H -0.9561 -2.5052 1.3962
H 0.3047 2.9366 -2.9822
H 0.5714 4.4838 -2.1530
H -1.0609 3.7817 -2.2147
H -1.2693 3.9634 0.2428
H 0.3671 4.6182 0.4213
H -0.1086 3.1561 1.3351
H 2.0850 1.9902 0.2075
H 2.2350 3.6553 -0.4097
H 2.3156 2.3242 -1.5481
C -1.8339 1.5176 -0.8016
H -2.2223 0.6000 -0.3071
H -2.2478 2.3865 -0.2625
H -2.2215 1.5450 -1.8383
C -1.1122 -1.1699 -2.4161
H -2.1623 -1.5060 -2.4456
H -1.1400 -0.0923 -2.6456
H -0.5623 -1.7086 -3.2150
F 0.4672 -0.3030 5.8301
C 0.2609 0.5641 4.8072
F -0.8712 1.2644 5.0352
F 1.3029 1.4262 4.7410
S 0.0860 -0.3592 3.1924
O 1.3490 -1.0753 3.1136
O -1.1459 -1.1114 3.2981
O 0.0070 0.7798 2.2004
*
```

Here is C12H24IN5O9RuS2 as an isolated structure from the Open Molecules 2025 dataset. Energies are from wB97M-V/def2-TZVPD.

Computed properties:
- LUMO energy (eV) = -0.35

Geometry as ORCA input:
```
! wB97M-V def2-TZVPD RIJCOSX def2/J DEFGRID3
* xyz 0 1
Ru 1.5827 -1.1840 0.3906
O -2.2856 1.1855 2.4413
S -0.9787 1.0654 1.8593
O -0.1484 -0.0075 2.3319
O -0.3350 2.2689 1.4199
O -1.4522 0.4441 0.2161
I 4.0881 -0.1690 -2.0808
C 3.2514 -1.6434 -0.5996
H 4.1002 -1.7200 0.0818
H 3.2155 -2.5195 -1.2452
O 2.7746 0.3542 1.4677
C 2.3397 1.1655 0.6453
O 1.5365 0.8367 -0.2784
C 2.7157 2.6368 0.7173
N 2.0216 3.2790 -0.4574
C 3.0809 3.7678 -1.3975
C 4.2442 4.0907 -0.4726
C 4.2076 2.9428 0.5418
H 2.2887 3.0467 1.6299
H 1.3991 4.0203 -0.1496
H 1.4511 2.4908 -0.8441
H 2.6982 4.6035 -1.9784
H 3.3229 2.9310 -2.0517
H 4.0869 5.0555 0.0164
H 5.1850 4.1382 -1.0174
H 4.6700 3.2006 1.4910
H 4.7109 2.0637 0.1393
C -0.4630 -4.7105 0.3649
S 0.9596 -3.7774 -0.1419
O 0.4408 -2.5730 -0.8563
O 1.7609 -4.6588 -0.9418
O 1.5924 -3.2730 1.1036
H -1.0909 -4.8581 -0.5113
H -0.9880 -4.1578 1.1394
H -0.1117 -5.6686 0.7398
C -5.3864 -2.5734 -1.9005
C -5.8766 -3.0223 -0.5270
C -5.3670 -4.4152 -0.1668
C -5.5691 -1.9708 0.5449
N -4.1699 -1.5377 0.5484
C -3.6710 -0.3464 0.2749
N -2.3630 -0.5001 0.3723
N -2.0634 -1.7461 0.7401
N -3.1591 -2.3854 0.8404
H -5.7121 -3.2794 -2.6630
H -4.2950 -2.5372 -1.9401
H -5.7763 -1.5887 -2.1687
H -6.9705 -3.0592 -0.5486
H -4.2785 -4.4490 -0.1458
H -5.7136 -5.1356 -0.9076
H -5.7361 -4.7321 0.8097
H -5.8030 -2.3336 1.5449
H -6.1503 -1.0681 0.3590
H -4.1857 0.5623 0.0225
*
```

Here is C12H24InO4 as an isolated structure at a distorted geometry from the Open Molecules 2025 dataset. Energies are from wB97M-V/def2-TZVPD.

Computed properties:
- LUMO energy (eV) = -15.05

Geometry as ORCA input:
```
! wB97M-V def2-TZVPD RIJCOSX def2/J DEFGRID3
* xyz 3 1
In -0.4289 0.0629 0.0237
C 0.6592 -4.0130 -5.6101
C -0.2036 -4.2657 -4.3782
O -0.1674 -3.5053 -3.4417
C -1.2332 -5.3124 -4.4417
H 0.0694 -3.5119 -6.3777
H 1.1601 -4.9221 -5.9430
H 1.4650 -3.3232 -5.3592
H -2.1322 -5.2119 -3.8336
H -0.6804 -6.2132 -4.1754
H -1.5210 -5.3817 -5.4907
C 1.8853 6.1674 -1.6727
C 0.5279 5.7634 -2.1526
O 0.0649 4.6439 -1.9266
C -0.2106 6.8591 -2.9433
H 2.5945 6.1181 -2.4990
H 2.1937 5.4082 -0.9540
H 1.8055 7.1216 -1.1518
H -0.3973 7.7915 -2.4104
H -1.1653 6.4108 -3.2184
H 0.2202 7.0234 -3.9310
C 0.8248 3.2297 5.1977
C 0.6843 4.1543 3.9927
O 0.6949 3.7790 2.8030
C 0.5278 5.6645 4.3337
H 1.8092 3.4184 5.6262
H 0.8541 2.1878 4.8787
H 0.0603 3.4195 5.9510
H -0.5466 5.7946 4.4635
H 0.8864 6.3179 3.5384
H 1.0394 5.7333 5.2937
C -2.0257 -6.4034 1.5980
C -0.9308 -5.5733 2.3115
O -0.4303 -4.5824 1.8426
C -0.4013 -6.2247 3.6349
H -2.8105 -6.0925 2.2876
H -1.7471 -7.4464 1.7481
H -2.1795 -6.0578 0.5758
H 0.5527 -6.6769 3.3639
H -1.0766 -6.9438 4.0984
H -0.2914 -5.4077 4.3481
*
```

Here is C12H24IrN2O4PSe3Te as an isolated structure from the Open Molecules 2025 dataset. Energies are from wB97M-V/def2-TZVPD.

Computed properties:
- LUMO energy (spin up / spin down) (eV) = -0.59 / -0.59

Geometry as ORCA input:
```
! wB97M-V def2-TZVPD RIJCOSX def2/J DEFGRID3
* xyz 0 1
Ir -0.2911 0.9053 0.7213
Se 1.5484 -0.4282 -0.1046
Se 3.3609 0.2950 1.1187
Te 2.4320 0.2736 3.4764
Se -0.0065 -0.0780 2.9028
C 2.6037 5.1471 0.5332
C 2.0018 5.2412 -0.8597
C 3.0738 5.1134 -1.9261
C 1.1881 6.5106 -1.0392
O 1.1277 4.0857 -1.1079
P 0.1797 3.3611 -0.1017
O 0.9221 2.5548 0.9685
O -0.6822 2.3625 -0.8775
O -0.6485 4.5048 0.5910
C -2.0954 4.6930 0.6694
C -2.6438 4.8805 -0.7344
C -2.7207 3.4968 1.3717
C -2.2556 5.9499 1.5040
H 3.2505 6.0118 0.6940
H 3.1932 4.2373 0.6446
H 1.8376 5.1548 1.3097
H 3.7440 5.9733 -1.8856
H 2.6221 5.0690 -2.9174
H 3.6552 4.2055 -1.7682
H 1.8642 7.3664 -1.0750
H 0.4899 6.6561 -0.2159
H 0.6283 6.4774 -1.9750
H -2.5011 3.9809 -1.3331
H -2.1431 5.7147 -1.2282
H -3.7108 5.1051 -0.6818
H -2.5121 2.5695 0.8329
H -3.8051 3.6185 1.4001
H -2.3497 3.4031 2.3931
H -1.8136 6.8076 0.9961
H -1.7681 5.8240 2.4705
H -3.3142 6.1549 1.6707
C -1.7869 -0.3111 -2.1540
C -2.4306 -0.5057 -0.8299
N -1.8619 -0.3610 0.3599
C -2.8209 -0.6922 1.3089
C -3.9648 -1.0444 0.6810
N -3.6992 -0.9220 -0.6650
H -0.8461 0.2189 -2.0294
H -2.4219 0.2847 -2.8101
H -1.6001 -1.2790 -2.6222
H -2.5952 -0.6799 2.3608
H -4.9166 -1.3732 1.0555
H -4.3314 -1.1294 -1.4178
*
```

no.,calculated total energy (eV)
1,-321126.70289
2,-74809.56603
3,-40754.15585
4,-101663.88202
5,-86477.35534
6,-71060.62652
7,-26162.43803
8,-239469.27669